# 1
Below is a cluster of 8 separate species, C35H84BF4N5O7 in total in a non-equilibrium geometry, with properties calculated with ωB97M-V with the def2-TZVPD basis set.

```
136
Properties=species:S:1:pos:R:3:forces:R:3:lowdin_charge:R:1
C -5.545 4.668 -4.648 0.25 -0.05 0.22 -0.070
C -5.672 3.603 -3.532 -0.23 0.44 -0.82 -0.219
C -4.290 3.064 -3.239 0.34 -0.68 0.18 -0.146
N -4.233 1.935 -2.223 0.00 0.66 0.78 -0.264
C -4.719 0.640 -2.794 -0.31 0.28 -0.06 0.062
C -2.828 1.726 -1.682 -0.77 0.77 0.01 -0.100
C -3.001 1.272 -0.238 1.07 -1.23 -0.21 -0.145
C -4.329 1.809 0.246 -1.34 -0.34 0.10 -0.132
C -5.022 2.404 -0.986 0.53 -0.33 -0.51 -0.070
H -4.517 5.039 -4.666 -0.07 0.17 -0.15 0.071
H -6.194 5.519 -4.460 -0.06 -0.03 0.00 0.082
H -5.784 4.277 -5.633 0.06 -0.09 0.00 0.085
H -6.346 2.827 -3.894 0.00 -0.11 0.24 0.117
H -6.127 4.088 -2.673 0.06 -0.21 0.19 0.107
H -3.645 3.832 -2.812 -0.11 0.17 -0.14 0.127
H -3.816 2.678 -4.144 -0.04 0.05 -0.04 0.147
H -5.619 0.815 -3.378 -0.09 0.03 0.16 0.108
H -4.937 -0.045 -1.980 0.16 -0.18 -0.09 0.128
H -3.953 0.264 -3.465 0.03 -0.21 0.13 0.122
H -2.298 1.079 -2.372 0.28 -0.11 0.31 0.116
H -2.395 2.729 -1.619 0.12 -0.06 -0.41 0.121
H -2.962 0.184 -0.145 -0.11 -0.01 -0.28 0.129
H -2.092 1.576 0.285 -0.31 0.32 0.32 0.088
H -4.984 1.012 0.608 0.33 -0.26 -0.05 0.124
H -4.337 2.500 1.089 0.40 0.37 -0.30 0.111
H -6.039 2.069 -1.162 -0.15 0.25 0.30 0.143
H -4.946 3.487 -0.984 -0.20 0.05 -0.03 0.127
C -2.232 -0.834 7.353 0.22 -0.15 -0.24 -0.078
C -2.220 -2.045 6.390 -0.36 0.91 0.48 -0.215
C -1.126 -1.935 5.361 -0.35 -0.24 -0.61 -0.149
N -1.047 -3.143 4.460 0.79 1.50 -0.32 -0.278
C -0.583 -4.336 5.204 -1.06 -0.84 -0.23 0.034
C -0.027 -2.861 3.392 0.41 -1.29 -0.72 -0.126
C -0.399 -3.787 2.237 0.33 0.84 -1.12 -0.162
C -1.917 -3.915 2.271 -0.58 -0.12 1.48 -0.105
C -2.328 -3.384 3.677 -0.05 -0.72 0.11 -0.061
H -1.250 -0.372 7.475 0.09 -0.28 0.29 0.071
H -2.629 -1.162 8.310 0.12 0.25 0.14 0.083
H -2.874 -0.034 6.980 -0.12 -0.12 -0.04 0.072
H -3.211 -1.993 5.936 0.14 -0.51 -0.37 0.115
H -2.159 -2.986 6.928 0.10 0.05 0.18 0.110
H -0.122 -1.776 5.760 -0.09 -0.19 0.35 0.139
H -1.310 -1.102 4.678 -0.12 0.03 0.07 0.109
H -1.340 -4.620 5.932 0.18 0.27 0.32 0.107
H 0.388 -4.147 5.643 0.03 -0.06 0.07 0.117
H -0.595 -5.185 4.521 0.49 0.13 -0.15 0.129
H 0.979 -3.090 3.744 -0.07 0.29 0.36 0.130
H -0.078 -1.839 3.015 -0.33 0.15 0.45 0.113
H 0.112 -4.743 2.154 0.00 -0.05 0.54 0.124
H -0.075 -3.229 1.354 -0.21 -0.34 -0.24 0.097
H -2.266 -4.947 2.270 0.16 -0.08 -0.90 0.113
H -2.450 -3.365 1.503 0.14 -0.12 -0.21 0.128
H -2.858 -4.143 4.251 -0.26 0.12 -0.09 0.137
H -2.935 -2.482 3.671 0.23 0.18 0.02 0.125
C 0.964 1.594 1.531 1.08 0.59 -1.41 -0.018
N 0.921 2.876 2.296 0.48 -1.15 0.72 -0.351
C 2.310 3.353 2.589 -0.28 -0.44 -0.01 0.024
C 0.222 3.865 1.424 -0.22 0.11 0.51 0.031
C 0.209 2.661 3.634 -0.27 0.89 -0.70 -0.063
C -0.992 1.740 3.547 -0.03 0.35 -0.06 -0.219
O -2.085 2.415 2.945 0.15 0.15 0.24 -0.048
H 1.437 0.752 2.027 -0.42 0.09 0.58 0.111
H 1.629 1.819 0.694 -0.15 -0.22 -0.15 0.082
H -0.003 1.379 1.093 -0.06 -0.31 0.23 0.088
H 2.803 3.462 1.627 0.22 0.29 0.13 0.110
H 2.810 2.603 3.197 0.07 -0.07 -0.12 0.112
H 2.256 4.271 3.168 0.03 0.16 -0.21 0.120
H -0.834 3.617 1.499 -0.07 0.29 -0.27 0.098
H 0.598 3.781 0.409 0.01 -0.18 -0.01 0.096
H 0.439 4.869 1.782 -0.22 0.00 0.15 0.121
H -0.015 3.697 3.898 -0.55 -0.26 0.50 0.151
H 0.892 2.278 4.390 0.37 -0.12 -0.39 0.143
H -1.163 1.427 4.581 -0.40 -0.01 -0.08 0.130
H -0.767 0.868 2.930 0.19 -0.25 0.39 0.105
H -2.890 1.902 3.073 -0.02 -0.01 0.02 0.105
C 4.940 -2.963 1.236 -0.64 -0.63 -0.16 0.041
N 4.650 -1.684 0.536 0.51 1.12 0.28 -0.344
C 3.800 -1.835 -0.690 0.19 -0.83 -0.41 0.031
C 3.834 -0.834 1.435 -0.19 0.75 0.33 -0.034
C 5.932 -0.925 0.235 -0.18 0.42 0.89 -0.105
C 7.059 -1.696 -0.428 -0.35 0.43 -0.28 -0.228
O 6.730 -2.281 -1.661 -0.28 -0.07 0.28 -0.015
H 5.280 -2.803 2.257 0.10 0.36 -0.08 0.119
H 5.671 -3.556 0.700 -0.14 -0.02 -0.24 0.115
H 3.986 -3.490 1.269 0.16 -0.23 0.00 0.121
H 2.841 -2.240 -0.377 -0.04 -0.09 -0.29 0.105
H 4.296 -2.495 -1.398 -0.14 -0.21 0.11 0.108
H 3.659 -0.862 -1.151 -0.04 0.11 0.18 0.098
H 3.629 0.105 0.921 -0.24 -0.19 -0.24 0.092
H 4.331 -0.529 2.357 0.35 -0.58 -0.02 0.111
H 2.907 -1.355 1.662 -0.04 0.02 -0.07 0.108
H 6.266 -0.560 1.212 0.29 -0.31 0.00 0.137
H 5.656 0.007 -0.265 -0.15 -0.32 -0.49 0.134
H 7.375 -2.494 0.237 0.34 0.00 -0.10 0.125
H 7.856 -0.953 -0.544 0.22 -0.21 0.18 0.138
H 6.285 -1.632 -2.216 0.20 -0.05 -0.26 0.100
C 1.670 4.495 -3.110 -0.66 0.55 -0.87 0.009
N 1.778 3.075 -3.512 0.71 -1.08 0.33 -0.356
C 2.718 2.358 -2.575 -0.07 1.31 0.22 0.009
C 0.431 2.407 -3.441 0.26 1.24 0.31 0.031
C 2.385 2.881 -4.888 -0.39 0.49 -0.53 -0.087
C 1.774 3.700 -6.004 -0.33 -0.50 -0.24 -0.233
O 2.228 5.031 -5.910 -0.12 -0.07 0.02 -0.045
H 1.074 4.976 -3.884 0.12 0.18 0.07 0.107
H 2.639 4.983 -3.094 0.09 -0.15 0.07 0.124
H 1.118 4.617 -2.180 0.28 -0.35 0.21 0.098
H 2.385 2.543 -1.555 -0.35 -0.47 -0.04 0.084
H 3.651 2.915 -2.653 0.27 -0.50 -0.21 0.111
H 2.772 1.308 -2.832 0.06 -0.05 0.10 0.112
H 0.070 2.690 -2.454 -0.20 -0.61 0.10 0.090
H 0.526 1.337 -3.586 -0.15 -0.04 0.04 0.123
H -0.204 2.924 -4.156 -0.08 -0.38 -0.23 0.105
H 2.250 1.823 -5.104 0.24 -0.05 -0.01 0.151
H 3.436 3.166 -4.870 0.05 -0.22 0.36 0.150
H 0.679 3.620 -6.027 0.03 0.15 0.14 0.125
H 2.101 3.200 -6.923 0.13 0.19 -0.02 0.144
H 1.938 5.515 -6.690 0.11 0.07 -0.03 0.116
B 0.194 -0.890 -1.042 -0.83 -0.56 -0.81 -1.289
F -0.375 -1.004 0.253 0.31 0.63 0.37 0.087
F -0.811 -0.489 -1.949 -0.08 0.57 0.17 0.102
F 1.207 0.129 -1.069 0.27 0.55 0.49 0.049
F 0.724 -2.069 -1.442 0.59 -0.33 0.22 0.185
C 2.378 -4.827 -3.004 -0.01 1.51 0.29 -0.074
C 2.322 -5.591 -4.331 -0.32 -1.58 -0.53 -0.820
O 1.177 -5.729 -4.816 0.09 0.60 0.17 -0.085
O 3.383 -6.109 -4.742 0.43 0.53 0.20 -0.103
H 3.317 -4.258 -2.894 0.19 -0.33 -0.02 0.029
H 2.243 -5.458 -2.124 -0.01 -0.21 -0.13 0.055
H 1.585 -4.073 -3.021 -0.16 -0.18 0.21 0.041
C -1.327 -5.111 -0.888 1.93 1.01 -0.06 -0.043
C -2.786 -5.539 -0.810 -0.23 -0.82 0.21 -0.799
O -3.108 -6.191 0.227 0.14 0.47 0.24 -0.124
O -3.508 -5.230 -1.770 -0.10 0.39 0.03 -0.071
H -1.185 -4.115 -1.331 -0.43 0.08 0.12 0.058
H -0.607 -5.667 -1.500 -0.78 -0.61 -0.29 0.077
H -0.785 -5.095 0.071 -0.49 -0.08 0.15 0.026
```
Positions in Å, forces in eV/Å.

The value obtained for the frontier orbital gap is 2.0 eV. For the total energy, the calculation gives -2608.08707 hartree. The value obtained for the energy relative to the best compared isomer or geometry (same formula, charge and spin) is 0.0 kJ/mol. Its LUMO energy is -5.69 eV. The value obtained for the HOMO energy is -7.637 eV. As for the net charge: +2.

# 2
Below is a cluster of 20 separate species, C35H85N15O40 in total in a non-equilibrium geometry, with properties calculated with ωB97M-V with the def2-TZVPD basis set.

```
175
Properties=species:S:1:pos:R:3:forces:R:3:lowdin_charge:R:1
C 0.766 6.107 1.431 0.70 -1.17 0.14 0.036
N -0.105 6.635 2.495 0.08 0.03 1.42 -0.430
O -0.794 7.591 2.240 -0.22 0.24 -0.16 0.074
O -0.104 6.051 3.586 0.09 0.44 -1.21 0.039
H 1.430 5.400 1.927 -0.22 -0.15 -0.16 0.079
H 1.405 6.820 0.911 -0.75 0.43 0.18 0.080
H 0.070 5.579 0.778 0.27 0.01 -0.19 0.075
C 1.889 1.403 4.406 0.50 -0.37 -0.33 0.070
N 2.580 2.152 3.320 0.94 -0.13 -1.47 -0.368
O 3.777 1.832 3.142 -2.19 1.37 0.34 0.012
O 1.938 2.934 2.605 1.17 -1.09 1.29 0.046
H 2.256 0.383 4.289 -0.25 -0.14 -0.07 0.078
H 0.812 1.469 4.251 0.25 0.28 0.37 0.094
H 2.321 1.746 5.346 -0.52 0.29 0.00 0.112
C 4.641 3.260 -4.898 0.17 -1.78 0.06 0.074
N 4.112 2.139 -5.808 -0.22 -2.09 -0.27 -0.397
O 4.210 0.928 -5.442 0.06 3.03 -0.15 0.001
O 3.600 2.446 -6.865 0.35 0.30 0.72 0.069
H 3.777 3.810 -4.527 0.27 0.08 -0.23 0.080
H 5.396 3.836 -5.433 -0.51 0.07 -0.17 0.101
H 5.134 2.687 -4.113 -0.14 0.38 0.19 0.084
C -4.488 -3.317 -2.936 0.94 -0.60 -0.91 0.056
N -3.447 -2.323 -2.521 -0.18 1.54 0.29 -0.415
O -3.306 -1.301 -3.183 -0.30 -0.96 0.03 0.062
O -2.838 -2.525 -1.491 -0.15 -0.53 0.01 0.048
H -3.988 -4.284 -2.887 -0.17 -0.02 0.37 0.101
H -4.676 -3.148 -3.996 -0.39 0.30 0.30 0.098
H -5.366 -3.293 -2.291 0.27 0.29 -0.06 0.099
C -2.099 6.946 -1.225 -0.39 -0.43 0.85 0.046
N -1.058 7.797 -1.798 1.30 0.45 -1.70 -0.433
O -0.952 7.856 -3.016 -0.45 -0.14 0.42 0.058
O -0.254 8.350 -1.062 -0.65 -0.32 0.37 0.038
H -2.630 7.559 -0.496 0.10 -0.24 0.09 0.111
H -1.552 6.137 -0.741 -0.21 0.09 0.27 0.069
H -2.778 6.487 -1.943 0.38 0.52 -0.33 0.107
C 2.931 7.963 -1.750 -0.26 1.00 1.90 0.039
N 3.486 6.609 -1.841 1.87 -1.01 -3.45 -0.407
O 3.143 5.711 -1.111 -0.31 0.40 0.62 0.048
O 4.300 6.427 -2.791 -1.57 0.50 1.96 0.032
H 3.727 8.691 -1.907 -0.16 -0.29 -0.50 0.107
H 2.607 8.086 -0.717 0.03 -0.09 0.06 0.082
H 2.019 8.155 -2.314 0.36 -0.51 -0.57 0.095
C 1.490 -3.860 -0.423 0.41 -0.83 0.94 0.034
N 1.434 -3.822 -1.888 0.53 0.85 -0.89 -0.406
O 2.383 -4.286 -2.525 -1.40 0.50 0.64 0.060
O 0.452 -3.257 -2.366 0.80 -0.62 -0.06 0.040
H 0.508 -4.196 -0.089 0.19 0.01 0.13 0.092
H 1.739 -2.898 0.026 -0.26 0.23 -0.63 0.068
H 2.302 -4.531 -0.144 -0.30 -0.16 -0.03 0.100
C -3.695 -4.274 1.121 0.28 -0.35 0.22 0.042
N -4.007 -5.689 1.530 -0.72 0.60 2.81 -0.419
O -4.393 -6.481 0.710 0.29 -0.17 -0.32 0.067
O -3.921 -5.916 2.765 0.05 0.13 -2.51 0.028
H -3.641 -3.708 2.051 0.29 -0.07 -0.27 0.079
H -4.453 -3.864 0.454 0.00 -0.45 0.03 0.088
H -2.739 -4.356 0.605 -0.05 0.32 0.09 0.083
C 4.941 -0.527 -2.061 1.08 -0.79 0.46 0.064
N 5.722 -1.787 -1.759 -1.30 0.62 0.77 -0.461
O 6.512 -1.791 -0.850 0.59 0.13 0.47 0.061
O 5.459 -2.715 -2.467 0.13 -1.20 -0.77 0.069
H 4.076 -0.910 -2.603 0.22 0.75 -0.15 0.083
H 5.755 -0.029 -2.588 -0.81 0.71 -0.55 0.108
H 4.716 0.002 -1.135 0.01 -0.19 -0.16 0.064
C -1.627 -1.175 5.585 -0.68 0.96 -0.28 0.038
N -1.021 -2.155 4.661 1.78 -1.06 0.79 -0.416
O -1.740 -2.832 3.940 0.40 0.74 0.48 0.052
O 0.216 -2.230 4.731 -1.81 0.03 -0.59 0.053
H -1.016 -0.935 6.455 0.16 -0.61 -0.26 0.102
H -2.644 -1.461 5.855 0.23 -0.15 -0.12 0.097
H -1.675 -0.269 4.981 -0.24 0.13 0.03 0.082
C 5.798 4.127 1.376 -1.00 -1.49 0.92 0.056
N 6.114 3.074 0.353 1.11 0.50 -2.47 -0.398
O 5.728 1.901 0.324 0.02 1.84 1.05 0.041
O 6.812 3.562 -0.538 -0.40 -0.81 0.37 0.043
H 6.665 4.768 1.533 -0.08 -0.47 -0.06 0.103
H 5.467 3.522 2.220 0.13 0.55 0.42 0.074
H 4.952 4.719 1.030 0.08 -0.20 -0.30 0.090
C 4.357 -0.768 2.051 1.52 0.59 -0.21 0.029
N 3.683 -1.939 2.583 -1.25 -1.28 0.34 -0.404
O 2.959 -1.867 3.574 0.66 0.52 -0.49 0.046
O 3.815 -2.963 1.935 0.04 0.21 0.13 0.065
H 3.634 -0.152 1.515 0.12 -0.20 0.04 0.080
H 5.147 -1.166 1.414 -0.34 0.20 -0.37 0.095
H 4.870 -0.195 2.823 -0.58 -0.13 0.18 0.096
C -1.177 -7.806 1.560 1.55 0.48 1.36 0.074
N -0.500 -6.703 2.409 -0.49 -1.33 1.07 -0.424
O 0.181 -7.001 3.388 -0.73 -0.12 -1.24 0.059
O -0.734 -5.584 2.062 -0.05 1.57 -0.50 0.038
H -0.359 -8.525 1.602 -0.40 -0.40 -0.83 0.094
H -1.415 -7.318 0.614 0.08 -0.50 0.13 0.091
H -2.033 -8.203 2.106 0.01 0.34 -0.05 0.095
C 3.101 -2.373 -5.081 -0.69 -0.38 1.31 0.014
N 2.846 -2.620 -6.491 1.46 0.53 -1.65 -0.439
O 1.726 -2.882 -6.884 0.33 0.10 0.33 0.064
O 3.858 -2.575 -7.200 -1.21 -0.20 0.34 0.049
H 3.906 -1.665 -4.885 -0.11 -0.19 -0.56 0.078
H 3.349 -3.363 -4.700 0.14 0.16 0.26 0.097
H 2.165 -2.069 -4.612 0.08 0.00 -0.05 0.084
C -5.299 -1.189 3.462 0.21 0.62 -0.16 0.065
N -4.359 -0.050 3.157 1.47 -0.62 -1.65 -0.398
O -3.951 0.703 4.023 -0.91 -0.44 0.20 0.047
O -3.891 -0.061 2.018 -0.56 0.13 0.70 0.040
H -6.139 -0.739 3.990 0.16 -0.54 0.25 0.103
H -4.655 -1.900 3.981 -0.37 0.12 0.56 0.090
H -5.596 -1.668 2.529 -0.07 0.53 0.04 0.087
O -1.415 3.830 -3.599 1.03 -0.74 0.49 0.089
C -0.270 3.541 -3.298 -1.36 0.05 -0.98 -0.498
O 0.246 2.289 -3.268 0.85 1.43 0.47 -0.029
C -0.430 1.095 -3.584 -0.34 -1.08 -0.26 -0.214
C 0.072 0.503 -4.895 -0.13 -0.28 0.04 -0.039
C 0.797 4.560 -2.985 -0.54 -0.37 0.36 0.032
H -1.510 1.206 -3.485 0.01 0.14 -0.34 0.113
H -0.120 0.365 -2.837 -0.06 0.19 0.39 0.110
H -0.146 -0.565 -4.911 -0.47 -0.04 -0.02 0.075
H 1.162 0.490 -4.902 0.10 0.51 -0.12 0.068
H -0.335 0.950 -5.801 0.15 0.14 0.10 0.085
H 0.358 5.549 -2.852 -0.09 -0.15 -0.14 0.069
H 1.485 4.586 -3.830 0.28 -0.05 0.28 0.090
H 1.242 4.231 -2.045 0.55 0.19 -0.23 0.067
O -1.865 4.152 0.564 -1.12 -0.45 0.14 0.064
C -2.463 3.355 1.270 1.04 -0.16 -0.50 -0.444
O -3.682 2.811 0.990 0.92 -0.05 1.44 -0.013
C -4.246 2.838 -0.302 0.82 0.80 -1.92 -0.214
C -3.477 1.936 -1.303 -0.70 0.64 1.19 -0.041
C -1.767 2.792 2.520 -0.62 -0.45 -0.13 0.037
H -4.202 3.841 -0.725 0.16 0.34 0.21 0.112
H -5.315 2.630 -0.272 0.20 -0.48 0.61 0.104
H -3.443 0.930 -0.885 -0.06 -0.15 -0.43 0.061
H -2.466 2.323 -1.430 -0.04 -0.06 -0.05 0.061
H -4.018 2.023 -2.245 0.19 -0.43 -0.11 0.088
H -0.711 2.599 2.328 -0.03 0.29 -0.51 0.061
H -2.203 1.837 2.812 -0.24 0.26 0.07 0.041
H -1.779 3.486 3.360 -0.31 0.13 -0.10 0.090
O 3.879 -8.866 2.076 1.53 1.30 -0.37 0.064
C 4.658 -7.924 1.902 -2.69 -1.19 0.35 -0.536
O 4.700 -6.864 2.699 0.09 0.62 0.18 -0.006
C 3.867 -6.743 3.858 0.07 0.61 1.16 -0.199
C 3.183 -5.377 3.941 -0.05 0.02 -1.05 -0.073
C 5.584 -7.737 0.762 0.98 -0.56 -0.46 0.015
H 4.564 -6.671 4.694 0.18 -0.69 0.08 0.115
H 3.204 -7.589 4.038 0.07 0.03 -0.58 0.115
H 3.932 -4.623 4.185 -0.18 0.03 0.37 0.065
H 2.344 -5.395 4.636 0.28 0.03 0.21 0.079
H 2.780 -5.015 2.996 -0.14 -0.37 -0.13 0.054
H 5.326 -6.948 0.056 -0.38 0.09 0.32 0.093
H 5.681 -8.667 0.202 -0.01 0.05 0.12 0.089
H 6.548 -7.461 1.188 0.13 -0.02 -0.16 0.091
O -8.022 -0.319 1.419 -0.84 0.20 -1.21 0.058
C -9.007 0.233 0.933 1.51 -0.67 2.61 -0.495
O -9.251 0.340 -0.366 -1.87 1.23 0.82 0.007
C -8.424 -0.210 -1.342 2.29 -0.60 -0.14 -0.209
C -7.053 0.493 -1.455 0.12 0.42 0.22 -0.062
C -9.959 0.954 1.914 -0.62 0.10 -1.31 0.023
H -8.960 -0.211 -2.291 -0.10 0.21 0.23 0.127
H -8.213 -1.241 -1.057 -0.10 -0.21 -0.11 0.118
H -6.461 0.498 -0.540 -0.28 -0.67 0.28 0.058
H -7.084 1.564 -1.654 -0.57 0.02 -0.53 0.074
H -6.429 0.024 -2.216 -0.16 -0.04 -0.15 0.074
H -9.591 1.980 1.962 -0.19 0.12 -0.01 0.087
H -10.046 0.584 2.935 0.85 -0.49 -0.29 0.083
H -10.989 0.951 1.559 0.07 0.30 -0.36 0.077
O 1.942 -0.704 -0.498 -1.78 1.58 0.43 0.056
C 1.323 0.355 -0.309 1.32 -1.19 -0.52 -0.516
O 0.050 0.522 0.036 -0.41 -0.15 -0.29 0.013
C -0.776 -0.626 0.018 -0.40 -2.19 0.84 -0.205
C -0.816 -1.353 1.373 0.82 -0.03 -0.36 -0.044
C 1.981 1.677 -0.411 0.52 0.10 0.69 0.030
H -0.382 -1.354 -0.691 0.15 0.14 -0.19 0.094
H -1.802 -0.454 -0.308 0.29 0.93 0.00 0.093
H -1.188 -0.777 2.220 -0.49 0.07 -0.29 0.057
H 0.182 -1.674 1.673 0.30 0.10 -0.10 0.071
H -1.337 -2.299 1.223 -0.44 0.20 0.25 0.067
H 2.277 1.883 -1.439 -0.18 0.12 0.06 0.098
H 2.880 1.560 0.195 0.30 0.38 -0.12 0.066
H 1.351 2.433 0.057 0.13 0.17 -0.43 0.083
```
Positions in Å, forces in eV/Å.

The value obtained for the frontier orbital gap is 9.1 eV. For the total energy, the calculation gives -5214.08990 hartree. Its LUMO energy is -0.76 eV. The value obtained for the HOMO energy is -9.869 eV.

> frontier orbital gap of number 1 (C35H84BF4N5O7)?

2.0 eV